[1]
7
Properties=species:S:1:pos:R:3 method="wB97M-V/def2-TZVPD" smiles=CSSI total_energy_ev=-30856.2371 relative_energy_kj_mol=37.1 lumo_ev=-0.601 gap_ha=0.30273
C 1.03 0.14 -0.21
S 0.22 -0.84 1.05
S -1.85 -1.27 0.20
I -3.00 0.68 0.45
H 2.01 0.16 0.03
H 0.65 1.27 -0.22
H 0.94 -0.14 -1.30

---

[2]
22
Properties=species:S:1:pos:R:3 method="wB97M-V/def2-TZVPD" smiles=CCCNCCC total_energy_ev=-7953.4620 relative_energy_kj_mol=222.3 lumo_ev=1.130 gap_ha=0.35728
C -2.83 -1.59 -1.00
C -2.48 -0.48 -0.07
C -0.82 -0.34 -0.14
N -0.17 0.67 0.73
C 1.15 0.25 1.25
C 2.37 1.04 0.51
C 2.59 0.69 -0.92
H -2.33 -1.61 -2.03
H -3.91 -1.67 -1.20
H -2.66 -2.68 -0.74
H -2.56 -0.75 0.96
H -2.85 0.52 -0.27
H -0.51 -1.30 0.21
H -0.35 -0.50 -1.12
H -0.03 1.59 0.22
H 1.32 0.22 2.34
H 1.31 -0.76 0.93
H 3.29 0.79 1.15
H 2.48 2.09 0.60
H 2.88 -0.30 -1.22
H 1.75 0.90 -1.50
H 3.42 1.41 -1.24

---

[3]
19
Properties=species:S:1:pos:R:3 method="wB97M-V/def2-TZVPD" total_energy_ev=-9366.3579 relative_energy_kj_mol=466.6 lumo_ev=0.571 gap_ha=0.36785
C 0.33 -0.28 1.00
C 1.38 0.26 -0.01
C 1.60 0.36 1.47
C -0.97 0.48 1.22
N -0.47 1.15 -2.26
N -1.10 0.13 -2.42
O 0.24 -1.65 1.26
H -0.27 -2.07 0.55
H -0.97 1.97 -1.85
H -0.32 -2.44 -1.52
H -2.10 0.11 -2.12
H -0.46 -1.74 -1.89
H 1.92 -0.49 -0.56
H 1.18 1.17 -0.56
H 2.35 -0.29 1.91
H 1.56 1.33 1.93
H -1.33 0.33 2.24
H -0.82 1.55 1.07
H -1.74 0.12 0.53